{
  "formula": "C8H14CaN2PS",
  "method": "ωB97M-V with the def2-TZVPD basis set",
  "e_lumo_ha": [0.0923, 0.0997],
  "relative_energy_kj_mol": 44.94,
  "total_charge": -1,
  "gap_ev": [4.177, 3.891],
  "species": ["C", "H", "C", "H", "Ca", "H", "N", "P", "H", "H", "H", "C", "H", "C", "H", "S", "H", "H", "C", "C", "H", "H", "N", "H", "C", "C", "H"],
  "xyz": [[0.2791, -2.0113, -4.8457], [-0.5027, -0.2359, 5.3966], [-0.2505, -0.5033, -3.1691], [1.1100, 1.6714, 3.9203], [0.6829, 0.7133, 0.1094], [-2.0999, -0.8371, 3.4797], [0.7876, 0.1357, 2.5122], [-0.4776, 3.0388, -0.7893], [-0.5200, 4.1929, 0.0704], [1.1765, -1.7472, -1.5906], [-0.6775, 0.3063, -2.5706], [-0.5272, 0.3388, 4.4650], [0.1140, 3.6992, -1.9271], [-0.4614, -0.8441, -4.5020], [1.6188, -0.4194, 2.2564], [-0.8867, -1.2504, 0.7992], [-1.1037, -0.2917, -5.1888], [1.6631, -3.3590, -3.7256], [0.8605, 0.6110, 3.9184], [1.0177, -2.4821, -3.7217], [0.2786, -2.4800, -5.8290], [-1.8447, 3.1165, -1.2344], [-1.1637, -0.4453, 3.4009], [1.6371, 0.0539, 4.4463], [0.8045, -1.6610, -2.6159], [-0.4313, -0.5778, 2.2987], [-1.0837, 1.2677, 4.6361]],
  "atomic_forces_ev_per_a": [[0.0, 0.2, 0.3], [0.0, 0.2, 0.0], [3.0, -3.1, 1.7], [0.0, 0.0, 0.1], [0.5, -0.6, -0.3], [0.7, 0.3, -0.1], [1.2, 0.3, -0.5], [-0.4, 1.5, -0.6], [0.0, -0.6, -0.5], [-0.2, -0.2, -0.4], [-0.1, -0.2, -0.2], [-1.1, -0.5, -0.2], [-0.2, -0.3, 0.6], [0.4, -0.3, 0.2], [-0.3, -0.1, 0.5], [-0.2, -0.2, -0.2], [0.1, -0.2, 0.1], [-0.1, 0.1, 0.0], [0.4, -0.2, -0.9], [-0.3, 0.6, -0.1], [0.0, 0.1, 0.2], [0.1, 0.1, 0.1], [-2.3, 0.3, 3.1], [-0.1, 0.1, 0.1], [-2.8, 3.2, -1.4], [1.5, -0.5, -1.7], [0.1, 0.0, 0.1]],
  "nbo_charge": [-0.38, 0.18, -0.41, 0.20, 0.98, 0.40, -0.74, -0.18, 0.02, 0.17, 0.14, -0.22, 0.05, -0.32, 0.37, -0.52, 0.18, 0.18, -0.23, -0.32, 0.18, -0.02, -0.65, 0.19, -0.39, -0.03, 0.18]
}